1.
{"formula": "C20H17ClN6OS", "method": "wB97M-V/def2-TZVPD", "elements": ["C", "C", "N", "N", "C", "C", "C", "C", "C", "C", "C", "C", "C", "C", "N", "N", "C", "O", "C", "C", "C", "C", "C", "C", "C", "Cl", "S", "N", "N", "H", "H", "H", "H", "H", "H", "H", "H", "H", "H", "H", "H", "H", "H", "H", "H", "H"], "xyz": [[2.2868, -3.0526, -2.4093], [2.6272, -2.3297, -1.1348], [3.8174, -2.4471, -0.6046], [3.8754, -1.5702, 0.4785], [5.0240, -1.5238, 1.3447], [4.9319, -1.1772, 2.7160], [6.0271, -1.2357, 3.5693], [7.2648, -1.6279, 3.0795], [7.3742, -1.9373, 1.7255], [6.2563, -1.9769, 0.9214], [2.6832, -0.8282, 0.5550], [2.3289, 0.2961, 1.5147], [1.8536, -1.3085, -0.4470], [0.4977, -0.9548, -0.8695], [-0.1757, 0.0100, -0.2727], [-1.4244, 0.4565, -0.6043], [-2.2897, 0.1143, -1.6295], [-1.9734, -0.6754, -2.5395], [-3.6351, 0.7003, -1.5859], [-4.1951, 1.6389, -0.7775], [-5.5489, 1.8527, -1.1774], [-6.4834, 2.8176, -0.6101], [-7.6189, 3.2488, -1.2829], [-8.5359, 4.0553, -0.4788], [-7.9638, 4.3884, 0.7258], [-8.8864, 5.4306, 1.8449], [-6.3708, 3.6028, 0.9584], [-5.8037, 1.0697, -2.2492], [-4.6599, 0.3441, -2.4708], [2.2884, -2.3832, -3.2685], [3.0745, -3.7658, -2.6406], [1.3819, -3.5938, -2.3789], [3.9648, -0.9128, 3.1340], [5.9017, -1.0028, 4.6136], [8.1363, -1.6732, 3.7511], [8.3245, -2.2737, 1.2953], [6.3579, -2.3027, -0.1133], [1.8271, -0.1531, 2.4215], [3.2282, 0.8517, 1.8048], [1.6623, 1.0361, 1.0873], [0.1450, -1.4764, -1.7465], [-1.8522, 1.1479, 0.0061], [-3.7950, 2.1138, 0.1133], [-7.8791, 2.9000, -2.2738], [-9.5274, 4.3719, -0.8056], [-4.5221, -0.2647, -3.2896]], "total_charge": 0}

***

2.
{"formula": "C20H17F2N2O", "method": "wB97M-V/def2-TZVPD", "elements": ["F", "C", "C", "C", "C", "C", "C", "C", "C", "C", "F", "C", "C", "C", "C", "H", "H", "H", "H", "H", "H", "H", "H", "H", "C", "C", "O", "N", "C", "C", "C", "N", "C", "C", "H", "H", "H", "H", "H", "H", "H", "H"], "xyz": [[-5.1336, 0.5668, 2.2182], [-3.8276, 0.1522, 2.2518], [-3.5651, -1.2179, 2.2005], [-2.2427, -1.6205, 2.2289], [-1.1603, -0.6881, 2.3132], [0.1376, -1.2580, 2.3434], [1.4337, -0.6814, 2.3027], [2.5227, -1.6082, 2.3499], [3.8432, -1.1990, 2.3213], [4.0967, 0.1714, 2.2461], [5.4007, 0.5921, 2.2292], [3.0853, 1.1290, 2.1804], [1.7597, 0.7040, 2.1968], [-1.4958, 0.6977, 2.3738], [-2.8228, 1.1158, 2.3392], [-4.3735, -1.9425, 2.1377], [-1.9981, -2.6831, 2.1899], [0.1405, -2.3516, 2.3631], [2.2853, -2.6716, 2.4020], [4.6566, -1.9201, 2.3537], [3.3292, 2.1881, 2.1083], [0.9740, 1.4465, 2.1072], [-0.7162, 1.4456, 2.4748], [-3.0745, 2.1744, 2.3846], [3.5877, -1.8364, 10.9645], [2.9295, -1.1891, 9.7702], [3.2229, -0.0606, 9.3902], [1.9651, -1.9681, 9.1414], [1.2281, -1.6076, 8.0033], [0.0916, -2.3632, 7.6409], [-0.6214, -1.9987, 6.4915], [-0.2562, -0.9797, 5.6948], [0.8176, -0.2572, 6.0375], [1.5889, -0.5271, 7.1834], [3.6244, -2.9279, 10.8804], [4.6046, -1.4446, 11.0410], [3.0558, -1.5572, 11.8833], [1.7431, -2.8601, 9.5719], [-0.2305, -3.2088, 8.2476], [-1.5195, -2.5556, 6.2084], [1.0917, 0.5792, 5.3865], [2.4415, 0.0939, 7.4310]], "total_charge": 1}

***

3.
{"formula": "C20H17F6N2O2PSTcTe", "method": "wB97M-V/def2-TZVPD", "elements": ["Tc", "O", "C", "C", "C", "C", "C", "C", "C", "N", "C", "C", "N", "C", "C", "C", "C", "C", "C", "C", "O", "H", "H", "H", "H", "H", "H", "H", "H", "H", "H", "H", "H", "H", "H", "F", "P", "F", "F", "F", "F", "F", "Te", "C", "C", "C", "C", "S", "H", "H", "H"], "xyz": [[0.2720, 0.0977, 0.4101], [-0.2572, 0.8312, 2.0529], [-1.3604, 0.9909, 2.7648], [-1.2914, 1.6840, 3.9738], [-2.4418, 1.8604, 4.7082], [-3.6757, 1.3634, 4.2664], [-3.7454, 0.6947, 3.0719], [-2.5878, 0.4929, 2.2960], [-2.7018, -0.1537, 1.0294], [-1.7480, -0.4123, 0.2020], [-2.0586, -1.1208, -1.0388], [-1.2998, -0.4047, -2.1202], [0.0870, -0.2536, -1.6503], [0.9647, 0.0251, -2.5519], [2.3274, 0.3982, -2.3386], [3.1638, 0.6665, -3.4315], [4.4653, 1.0610, -3.2264], [4.9525, 1.1935, -1.9234], [4.1543, 0.9283, -0.8286], [2.8385, 0.5413, -1.0458], [2.0562, 0.2665, 0.0058], [-0.3394, 2.0831, 4.2937], [-2.3907, 2.4036, 5.6425], [-4.5656, 1.5190, 4.8589], [-4.6940, 0.3214, 2.7063], [-3.7028, -0.4697, 0.7404], [-3.1314, -1.1179, -1.2290], [-1.7133, -2.1532, -0.9447], [-1.7111, 0.5973, -2.2614], [-1.3233, -0.9448, -3.0666], [0.6331, -0.0049, -3.5887], [2.7691, 0.5694, -4.4351], [5.1077, 1.2757, -4.0683], [5.9731, 1.5157, -1.7659], [4.5175, 1.0380, 0.1833], [-0.2810, 1.9601, -0.3170], [0.3032, 3.7247, -0.1050], [0.7968, 5.1955, 0.0580], [1.2615, 3.1238, 1.0288], [-0.7286, 4.0300, -1.2723], [1.4024, 3.3174, -1.1977], [-0.8705, 3.8301, 0.9661], [0.5501, -2.0696, 1.7854], [0.2760, -3.6242, 0.4636], [-0.2565, -4.8528, 0.7749], [-0.2475, -5.7459, -0.3206], [0.2894, -5.1855, -1.4438], [0.8004, -3.5817, -1.1748], [-0.6350, -5.1030, 1.7560], [-0.6214, -6.7578, -0.2813], [0.4181, -5.6443, -2.4114]], "total_charge": 1}

***

Computed values of E_tot (unit: eV) for the preceding records, in sequence: -55359.54837, -31471.64586, -74011.17546.